No. 1
Here is a molecular structure, C4H21CuNO6 from the Open Molecules 2025 dataset. Energies are from the ωB97M-V functional and the def2-TZVPD basis.

Positions of all 33 atoms, in Å:
Cu -1.00541 1.59294 -0.85208
C 1.68073 0.56587 -0.39339
C 1.52120 -0.95878 -0.13576
C 0.82297 -1.26340 1.15773
O 0.91985 -2.69407 1.36370
C 0.07295 -3.13577 2.35814
N 0.78283 -1.42451 -1.24875
H 0.73581 1.09926 -0.49685
H 2.27139 0.74070 -1.29264
H 2.31107 0.96742 0.40004
H 2.49528 -1.44775 -0.12301
H -0.22563 -0.97686 1.07749
H 1.37892 -0.76091 1.94926
H -0.02125 -2.48630 3.22844
H 0.34549 -4.11521 2.75124
H -0.94982 -3.24184 1.99649
H 0.69460 -2.41912 -1.09687
H 1.24132 -1.18368 -2.11586
O -0.47156 2.70245 -2.16240
H 0.05316 3.50252 -2.19040
H -0.06021 2.12311 -2.80380
O -2.77151 1.72950 -0.50320
H -3.58466 1.24912 -0.65897
H -2.69765 1.77355 0.45013
O -0.90268 -0.01931 -1.71468
H -0.33035 -0.18707 -2.46336
H -0.52500 -0.53647 -1.00325
O 0.06474 2.39802 0.30510
H 0.62143 2.01559 0.98339
H -0.33539 3.15984 0.72434
O -1.17180 0.50249 0.51764
H -1.56667 1.09983 1.15285
H -1.39402 -0.37118 0.83945

Its HOMO-LUMO gap is 0.2402 hartree. As for the total charge: +1. The value obtained for the total energy is -62889.3591 eV. The calculation puts the energy above the lowest of the compared OMol25 structures with the same formula, charge and spin at 8.383 eV.



No. 2
Here is a molecular structure, C33H25I2N6O6SZr from the Open Molecules 2025 dataset. Energies are from the ωB97M-V functional and the def2-TZVPD basis.

Positions of all 74 atoms, in Å:
Zr -0.22558 0.07534 -0.65995
I 5.73786 3.71755 2.00244
C 4.42454 2.32813 1.16977
C 4.39694 2.14244 -0.20419
C 3.50517 1.24089 -0.77036
I 3.38242 1.04127 -2.84026
C 2.64088 0.51527 0.04602
O 1.71591 -0.32243 -0.45824
C 2.66562 0.72044 1.42661
C 1.60742 0.01883 2.22573
N 0.25342 0.47686 1.80114
C 0.01989 1.88969 2.14635
C 0.35929 2.81988 1.00774
C 0.73429 4.13077 1.25062
C 1.01846 4.95709 0.17833
C 0.90106 4.45752 -1.11019
C 0.49993 3.15134 -1.28590
N 0.24782 2.34078 -0.23583
C 3.55646 1.61987 1.98806
H 5.06096 2.70904 -0.84265
H 1.64339 -1.06022 2.06783
H 1.75488 0.21633 3.29136
H -0.42664 -0.09140 2.29545
H -1.03437 2.02309 2.40079
H 0.60293 2.17855 3.02468
H 0.82172 4.48622 2.26841
H 1.33170 5.97852 0.34790
H 1.11338 5.06779 -1.97614
H 0.37304 2.71874 -2.26798
H 3.56295 1.77672 3.06004
O -1.40630 -0.25607 -4.37522
S -1.56642 -0.31430 -2.96908
O -2.83711 -0.70628 -2.41095
O -1.15894 1.03063 -2.27830
O -0.47169 -1.18987 -2.27852
C -11.77080 -4.96692 5.32856
O -10.47565 -5.54940 5.38086
C -9.46104 -4.89612 4.78529
C -8.20878 -5.51137 4.86848
C -7.11064 -4.92033 4.28797
C -7.22851 -3.70418 3.60734
C -8.47593 -3.09539 3.53768
C -9.58923 -3.67943 4.11759
C -6.08262 -3.06229 2.97482
N -6.01376 -1.80087 2.60622
C -4.78164 -1.65378 2.04467
C -4.07069 -2.83716 2.08655
N -4.91503 -3.72892 2.69545
C -2.75610 -2.97350 1.55903
C -1.98874 -4.15078 1.53069
C -0.74329 -4.14265 0.95198
C -0.25593 -2.95612 0.40328
N -0.95660 -1.83168 0.44682
C -2.19006 -1.81606 0.99538
C -2.91673 -0.56772 0.95315
N -2.30287 0.49608 0.37358
C -2.98042 1.62090 0.22018
C -4.28619 1.78560 0.68693
C -4.90524 0.73764 1.31920
C -4.21889 -0.47708 1.45592
H -12.42525 -5.64796 5.86287
H -12.11517 -4.86672 4.29721
H -11.78282 -3.99117 5.81848
H -8.12754 -6.44786 5.40282
H -6.14820 -5.40753 4.39500
H -8.57039 -2.15370 3.01410
H -10.54620 -3.18566 4.04046
H -4.77057 -4.71464 2.82803
H -2.38290 -5.06608 1.95338
H -0.14180 -5.03842 0.90168
H 0.70999 -2.90879 -0.08397
H -2.47436 2.42109 -0.30473
H -4.79054 2.72779 0.52951
H -5.91655 0.81333 1.69621

Its HOMO-LUMO gap is 0.2437 hartree. As for the total charge: +1. The value obtained for the total energy is -84172.1137 eV. The calculation puts the energy above the lowest of the compared OMol25 structures with the same formula, charge and spin at 0.174 eV.



No. 3
Here is a molecular structure, C38H36BrCdN7O3P from the Open Molecules 2025 dataset. Energies are from the ωB97M-V functional and the def2-TZVPD basis.

Positions of all 87 atoms, in Å:
Cd 4.95311 14.92058 14.60072
O 5.07816 16.31110 16.40522
C 5.95027 16.32742 17.34388
C 5.53373 16.52699 18.68823
C 6.41490 16.52715 19.70917
C 7.76350 16.20152 19.45242
C 8.21847 16.03710 18.19815
C 7.30362 16.10495 17.05531
C 7.85349 16.09703 15.70372
N 7.16168 15.80106 14.61500
C 7.88710 15.82884 13.34226
C 6.93107 16.26422 12.16286
N 5.93850 15.22969 12.12633
C 5.54915 14.72126 11.02401
C 4.66891 13.60744 10.88087
C 4.16165 13.43911 9.59642
C 3.28624 12.44677 9.36595
C 2.96849 11.57441 10.39211
C 3.36084 11.76433 11.68155
C 4.23236 12.81161 12.00460
O 4.72519 12.88544 13.16941
H 4.41841 16.66102 18.78972
H 6.17857 16.75158 20.73536
H 8.44989 16.22092 20.31358
H 9.33847 15.80324 18.08083
H 8.92923 16.12911 15.64227
H 8.22388 14.80918 13.15078
H 8.81552 16.43569 13.41123
H 7.51687 16.36333 11.26322
H 6.39482 17.17743 12.38517
H 5.95111 15.10949 10.07460
H 4.43410 14.09800 8.80852
H 2.79847 12.36526 8.38587
H 2.34516 10.71785 10.14984
H 3.01639 11.23516 12.55323
Br -0.66467 9.71349 16.31271
C 0.69840 11.09115 16.28586
C 1.73931 11.08504 17.28806
C 2.75747 11.96287 17.20732
C 2.89655 12.89592 16.12682
O 3.99128 13.51796 16.07381
C 1.83990 13.00994 15.23117
C 1.72598 14.04558 14.23716
N 2.66110 14.83794 13.86063
C 2.37857 15.72778 12.79449
C 1.64749 15.47641 11.62749
C 1.60917 16.39850 10.55564
C 2.22045 17.65627 10.70958
C 2.93142 17.94198 11.95106
C 3.49623 19.19744 12.25407
C 4.16962 19.42126 13.42241
C 4.42326 18.32515 14.23292
N 3.88422 17.17150 14.06466
C 3.11484 16.92226 12.93439
C 0.74727 12.07071 15.32275
H 1.59708 10.39043 18.11038
H 3.58011 11.92459 17.88702
H 0.69390 14.17243 13.76482
H 1.13703 14.53338 11.51511
H 1.01762 16.14289 9.69004
H 2.17754 18.40072 9.90155
H 3.36171 20.00973 11.58873
H 4.48551 20.46908 13.66496
H 5.06227 18.43864 15.13887
H -0.08240 12.12906 14.61933
C 9.11453 10.98990 16.19731
N 8.09840 12.02880 15.95576
C 7.60624 11.88223 14.60618
N 7.02850 10.55206 14.30346
C 8.09380 9.55603 14.54621
N 8.69767 9.63257 15.90687
C 7.70029 9.16776 16.87614
P 6.13532 10.21526 16.97770
C 7.00554 11.87132 16.93895
C 5.77691 10.31942 15.09318
H 9.51891 11.02610 17.21318
H 9.89204 11.17886 15.52117
H 8.44771 12.00452 13.92686
H 6.82829 12.68058 14.36452
H 8.90138 9.74005 13.82764
H 7.72403 8.52895 14.36771
H 8.16972 9.13497 17.84130
H 7.33142 8.17571 16.59116
H 7.46055 11.94124 17.91200
H 6.26168 12.66360 16.83218
H 5.17325 11.21518 15.02045
H 5.33767 9.35624 14.84095

Its HOMO-LUMO gap is 0.2377 hartree. As for the total charge: -1. The value obtained for the total energy is -140460.1764 eV. The calculation puts the energy above the lowest of the compared OMol25 structures with the same formula, charge and spin at 1.283 eV.



No. 4
Here is a molecular structure, C22H14F4Na from the Open Molecules 2025 dataset. Energies are from the ωB97M-V functional and the def2-TZVPD basis.

Positions of all 41 atoms, in Å:
F -3.08579 2.39433 1.53693
C -2.93447 1.11176 2.01532
C -4.07955 0.43526 2.43899
C -3.88680 -0.85865 2.93082
F -4.99408 -1.56711 3.34359
C -2.64386 -1.44999 3.02804
C -1.47166 -0.71430 2.66044
C -0.21554 -1.29344 2.95349
C 1.07949 -0.77230 2.68424
C 2.14572 -1.69978 2.46455
C 3.43654 -1.22439 2.36362
F 4.47622 -2.18251 2.56928
C 3.79553 0.11465 2.39890
C 2.73899 1.00016 2.61020
F 3.04276 2.33518 2.78839
C 1.41368 0.60975 2.72489
C -1.66087 0.56192 2.05140
H -5.06630 0.88508 2.38469
H -2.53089 -2.46133 3.41625
H -0.24437 -2.32304 3.33322
H 1.92973 -2.77219 2.38668
H 4.82453 0.45250 2.30721
H 0.64207 1.35730 2.90319
H -0.82029 1.10257 1.62253
C -1.09247 -1.96322 6.77246
Na 3.42452 -2.65225 4.60189
C -1.43694 -0.81167 6.03099
C -0.24366 -0.15688 5.63838
C 0.86775 -0.85969 6.19656
C 0.33646 -2.02908 6.87891
C 1.22418 -2.91659 7.49671
C 2.58671 -2.61487 7.52568
C 3.09352 -1.44771 6.91616
C 2.24274 -0.58868 6.21039
H -1.77203 -2.70451 7.18727
H -2.44416 -0.48094 5.79704
H -0.14868 0.78802 5.11304
H 0.82266 -3.81572 7.97025
H 3.27111 -3.25785 8.08609
H 4.15177 -1.18280 7.03397
H 2.60182 0.33062 5.73764

Its HOMO-LUMO gap is 0.1478 hartree. As for the total charge: -1. The value obtained for the total energy is -38327.6971 eV. The calculation puts the energy above the lowest of the compared OMol25 structures with the same formula, charge and spin at 0.193 eV.